{"formula": "C14H24NO4OsSeSi2", "method": "ωB97M-V/def2-TZVPD", "lumo_energy_ev": [-5.28, -5.28], "total_charge": 1, "total_energy_ev": -108151.5587, "de_lowest_ev": 0.0000, "elements": ["Os", "O", "C", "O", "C", "C", "C", "C", "C", "N", "C", "O", "O", "H", "H", "H", "H", "H", "Se", "C", "Si", "C", "C", "C", "Si", "C", "C", "C", "H", "H", "H", "H", "H", "H", "H", "H", "H", "H", "H", "H", "H", "H", "H", "H", "H", "H", "H"], "xyz": [[0.218594, -0.583168, -1.633525], [-2.890554, 1.939598, -2.666893], [-1.755914, 1.372204, -2.341759], [-1.694404, 0.173447, -1.984600], [-0.535245, 2.128397, -2.366939], [-0.323246, 3.446804, -2.716177], [0.953670, 3.986114, -2.610958], [1.991577, 3.171579, -2.168499], [1.749782, 1.852450, -1.835115], [0.479614, 1.327845, -1.914945], [2.682777, 0.805202, -1.474157], [3.972863, 0.969490, -1.311731], [2.233559, -0.354502, -1.334982], [-3.617426, 1.300361, -2.584028], [-1.158990, 4.041326, -3.060232], [1.140034, 5.016709, -2.871419], [2.991886, 3.580860, -2.093127], [4.250214, 1.886304, -1.440575], [-0.211857, -2.559542, -2.520800], [-2.885293, -0.765127, 0.702065], [-1.329721, 0.113635, 1.287362], [-1.428127, 1.958475, 0.897700], [-1.239444, 0.000677, 3.154806], [0.201020, -0.636763, 0.463580], [0.745149, -2.359532, 1.120449], [2.281929, -3.000195, 0.254929], [1.290983, -2.132105, 2.902330], [-0.676765, -3.579388, 1.068776], [-3.718840, -0.066968, 0.591093], [-3.195197, -1.520327, 1.426422], [-2.743630, -1.271319, -0.254027], [-1.934970, 2.465981, 1.721327], [-2.003776, 2.195124, 0.001324], [-0.439612, 2.416154, 0.800974], [-1.997030, 0.659014, 3.586415], [-0.270123, 0.315291, 3.545731], [-1.438195, -1.006361, 3.521499], [1.059512, -0.018353, 0.776605], [3.138445, -2.396732, 0.568068], [2.265546, -2.995514, -0.833664], [2.480926, -4.026159, 0.573403], [1.881061, -1.224744, 3.045555], [1.935906, -2.976482, 3.161245], [0.469028, -2.118971, 3.615639], [-1.315710, -3.474465, 0.192276], [-1.303000, -3.449701, 1.954867], [-0.306986, -4.606632, 1.083726]], "atomic_forces_ev_per_a": [[-0.090, -0.309, -0.622], [-0.012, -0.027, -0.036], [0.051, 0.079, 0.044], [0.007, -0.007, 0.179], [-0.087, -0.057, 0.143], [0.015, 0.040, -0.015], [0.023, -0.081, 0.033], [-0.024, 0.091, -0.062], [-0.040, -0.088, -0.006], [0.279, 0.114, 0.068], [-0.064, 0.029, 0.037], [0.017, 0.006, -0.032], [0.022, 0.083, 0.049], [-0.007, 0.008, -0.015], [-0.003, -0.002, 0.008], [-0.002, -0.002, -0.005], [-0.001, -0.005, 0.001], [0.010, -0.004, 0.016], [0.058, 0.022, 0.102], [-0.012, -0.029, -0.004], [-0.071, -0.044, -0.010], [0.026, 0.024, -0.040], [0.048, -0.015, 0.002], [-0.072, 0.064, 0.163], [-0.046, 0.009, 0.025], [0.077, 0.070, -0.064], [0.026, -0.087, 0.012], [-0.009, 0.015, 0.023], [0.005, 0.011, 0.018], [0.016, -0.006, 0.009], [-0.008, 0.012, 0.021], [0.005, -0.006, 0.012], [0.012, -0.003, -0.023], [0.001, -0.007, -0.003], [-0.028, -0.002, -0.020], [-0.011, 0.014, 0.003], [0.004, -0.014, -0.011], [-0.042, 0.078, 0.017], [0.002, -0.016, -0.023], [-0.049, -0.017, -0.017], [-0.053, 0.003, 0.061], [0.008, 0.016, -0.019], [-0.007, 0.003, 0.021], [0.011, 0.013, -0.015], [0.009, 0.010, -0.028], [-0.022, 0.008, -0.017], [0.025, 0.006, 0.020]]}

=====

{"formula": "C14H25AlClINOP", "method": "ωB97M-V/def2-TZVPD", "lumo_energy_ev": [-7.52, -7.00], "total_charge": 2, "total_energy_ev": -54951.8112, "de_lowest_ev": 2.9943, "elements": ["C", "I", "H", "H", "H", "Al", "P", "C", "C", "H", "H", "H", "C", "H", "H", "H", "H", "H", "H", "C", "O", "Cl", "C", "N", "C", "C", "C", "C", "C", "C", "C", "C", "H", "H", "H", "H", "H", "H", "H", "H", "H", "H", "H", "H", "H"], "xyz": [[-0.034348, 0.546170, -1.755811], [1.078116, -1.399402, -1.514648], [0.440228, 1.703799, -1.657173], [-1.069016, 0.324330, -1.344849], [0.052113, 0.305055, -2.884873], [0.571028, 2.002743, 0.544365], [2.991712, -0.036813, -2.670314], [3.128035, -1.064348, -4.147119], [2.707532, 1.672559, -3.274182], [4.615860, 0.614615, -0.998494], [5.336487, 0.355655, -2.657119], [4.896927, -1.065978, -1.620373], [4.629237, -0.033722, -1.896615], [2.807897, 2.427220, -2.476353], [3.483981, 1.828675, -4.044417], [3.795308, -0.524893, -4.854215], [2.140277, -1.239416, -4.617064], [1.711194, 1.746888, -3.729725], [3.567010, -2.039969, -3.877944], [-2.203756, -2.198451, -2.065527], [-1.694266, -2.923703, -2.884633], [2.624809, 2.821693, 0.370030], [-3.698741, 0.684958, 1.846552], [-3.251879, -0.681821, 1.553611], [-4.079910, -1.294247, 0.471780], [-1.733985, -0.776771, 1.233439], [-0.933501, -0.182020, 2.347850], [-1.250535, -0.664576, 3.633402], [-0.652247, -0.112221, 4.756585], [0.415937, 0.794039, 4.548409], [0.797034, 1.190610, 3.277590], [0.102382, 0.823248, 2.114928], [-3.509909, 1.333764, 0.976997], [-3.160776, 1.029586, 2.734730], [-4.780102, 0.601950, 2.051061], [-3.447381, -1.230114, 2.386859], [-3.973434, -0.737661, -0.477777], [-3.823179, -2.364868, 0.292470], [-5.140608, -1.225343, 0.792561], [-1.510008, -1.846779, 1.018619], [-1.661788, -0.269626, 0.282780], [-2.001315, -1.490309, 3.823509], [-0.956104, -0.393896, 5.777638], [0.955231, 1.180007, 5.422296], [1.718451, 1.809385, 3.191163]], "atomic_forces_ev_per_a": [[0.634, 0.422, -2.591], [-0.707, -0.103, 1.681], [-1.031, -3.206, 0.299], [1.499, 0.690, -0.710], [-1.152, 1.216, 1.555], [0.516, 0.590, 0.967], [1.237, 1.402, -0.896], [0.070, -0.047, -0.430], [0.038, -0.120, -0.051], [0.090, -0.338, -0.509], [-0.251, -0.207, 0.471], [0.034, 0.419, -0.058], [-0.068, -0.023, 0.234], [0.021, -0.425, -0.243], [-0.351, 0.148, 0.230], [-0.364, -0.505, 0.306], [0.544, 0.173, 0.208], [0.367, 0.046, -0.029], [-0.129, 0.373, -0.168], [3.493, -5.024, -5.735], [-3.604, 4.884, 5.517], [-0.990, -0.738, 0.036], [-0.518, 0.567, 0.227], [0.697, -1.031, -0.945], [-0.891, -0.432, -0.495], [-0.944, -0.519, -0.011], [0.903, 0.743, -0.055], [-0.361, -0.281, 0.105], [0.985, 0.644, -0.006], [-0.642, -0.549, 0.993], [0.909, 0.569, -0.317], [-1.226, -1.676, 0.566], [-0.083, -0.258, 0.377], [-0.209, 0.131, -0.299], [0.499, 0.399, -0.068], [0.266, -0.112, 0.187], [0.121, -0.181, 0.660], [-0.013, 0.920, 0.359], [0.661, -0.128, -0.233], [-0.272, 0.592, 0.414], [0.175, 0.325, -0.010], [0.864, 0.975, -0.502], [0.251, 0.092, -0.684], [-0.206, -0.171, -0.441], [-0.860, -0.250, 0.094]]}